Molecular formula: C5H16F6O2PSSi2
Method: DFT, ωB97M-V/def2-TZVPD

Summary:
energy	-61732.5421	eV
largest force on an atom	1.31	eV Å⁻¹
charge	-1
HOMO energy	-6.54	eV

XYZ file:
```
33
Properties=species:S:1:pos:R:3:forces:R:3
C 4.593682 1.798487 1.013378 0.0 -0.1 0.1
O 4.430613 0.917606 -0.076776 -0.1 0.1 -0.1
C 3.117682 0.883646 -0.624036 0.1 -0.2 0.1
C 2.278709 -0.215668 0.004121 -0.3 0.1 -0.1
C 0.829847 -0.213048 -0.533204 0.0 0.2 0.6
C -0.223288 0.087027 0.567771 0.3 -0.3 -0.4
Si -1.891059 0.460001 -0.195913 -0.7 -0.4 0.0
S -3.463776 -0.185735 1.111763 -0.2 0.1 0.1
O -2.161021 2.063085 -0.633963 1.2 0.0 0.6
Si -1.141076 3.337728 -0.344061 -0.8 0.1 -0.3
H 3.636971 2.113617 1.439477 0.0 0.0 0.0
H 5.154512 1.293405 1.802716 0.0 0.0 0.0
H 5.148835 2.689459 0.703706 0.0 0.0 0.0
H 2.612056 1.846412 -0.483415 0.1 0.1 0.0
H 3.224608 0.728541 -1.700179 0.0 -0.1 0.0
H 2.259000 -0.046385 1.084035 0.0 -0.1 0.0
H 2.743021 -1.187658 -0.160822 0.1 0.0 0.0
H 0.599234 -1.188687 -0.956671 -0.1 0.1 -0.2
H 0.721937 0.524077 -1.337445 0.2 0.0 -0.1
H -0.381339 -0.833903 1.137393 -0.1 0.0 0.0
H 0.154909 0.820336 1.281328 -0.1 0.2 0.0
H -2.009203 -0.353070 -1.414649 0.0 0.1 0.0
H -3.667446 0.981184 1.754142 0.2 0.0 -0.2
H 0.008011 3.022064 0.520872 0.1 -0.1 0.0
H -0.633070 3.858563 -1.629794 0.1 0.0 0.0
H -1.917188 4.417608 0.306985 0.0 0.0 0.0
F -2.372206 -2.686775 -0.151571 -0.4 0.5 0.5
P -3.437352 -3.950224 -0.376659 -0.2 -0.2 0.0
F -2.798901 -3.988014 -1.899254 0.8 -0.2 0.4
F -2.550104 -4.539075 0.885398 0.4 -0.4 -0.7
F -3.708696 -5.537130 -0.746052 -0.7 0.3 -0.2
F -4.430818 -2.783104 -0.989898 -0.2 -0.6 -0.5
F -4.727086 -4.134372 0.641275 0.5 0.6 0.4
```
Positions in Å, forces in eV/Å.

Here are the Löwdin charges for atoms 1 to 2, given in e: atom 1 (C): -0.121, atom 2 (O): -0.192

***

Molecular formula: C42H50N4O5SSbSe4Tc
Method: DFT, ωB97M-V/def2-TZVPD

Summary:
energy	-341504.2525	eV
largest force on an atom	3.67	eV Å⁻¹
charge	+2
HOMO energy	-12.74	eV
ΔE to the lowest compared entry with this formula, charge and spin	105.8	kcal per mole

XYZ file:
```
108
Properties=species:S:1:pos:R:3:forces:R:3
Tc -1.557605 -0.015182 0.500882 1.1 -2.8 1.4
C 1.615348 4.752342 -4.233995 0.0 0.0 0.1
C 2.230311 3.402534 -3.825743 0.1 0.1 -0.2
C 3.472218 3.674287 -2.974973 -0.2 -0.1 0.0
C 2.651810 2.620956 -5.084378 0.0 0.0 0.1
C 1.193708 2.576430 -3.088924 0.4 0.0 0.4
C 1.391135 2.122505 -1.813007 0.2 0.1 -0.1
C 0.378593 1.363347 -1.196003 -0.2 0.1 0.1
N 0.247840 1.015680 0.082632 0.4 -0.5 -0.6
C 1.042968 1.038543 1.161764 0.0 0.2 0.7
C 2.441498 1.099673 1.244679 0.0 0.2 -0.2
C 3.031742 1.038131 2.483024 0.0 0.1 -0.2
C 2.199692 1.076903 3.630384 -0.1 0.1 -0.1
C 0.812419 1.014101 3.629227 -0.3 -0.1 0.0
C 0.249569 0.857822 2.358653 1.3 0.3 -0.5
O -1.003914 0.518144 2.114258 0.0 1.4 2.4
C 0.033017 1.032968 4.943019 0.0 -0.1 0.2
C 0.437739 2.294833 5.723071 0.0 -0.1 -0.1
C 0.405494 -0.226554 5.742951 0.0 0.0 -0.1
C -1.490380 1.051837 4.769595 0.0 0.0 -0.1
C 4.532735 0.907681 2.667593 0.2 0.0 0.1
C 5.076859 2.116250 3.445683 -0.1 0.0 -0.1
C 5.275605 0.813787 1.333653 -0.1 0.0 0.1
C 4.796499 -0.383349 3.465321 0.0 0.0 -0.1
C -0.821711 1.017107 -1.937628 0.6 0.6 0.1
O -1.663483 0.274135 -1.258589 -0.4 0.7 -3.3
C -1.071509 1.536182 -3.218927 -0.2 -0.1 0.0
C -0.036703 2.279706 -3.750203 -0.2 -0.2 0.1
C -2.398952 1.284864 -3.928063 -0.2 -0.2 -0.1
C -2.492455 2.059738 -5.243313 0.1 0.0 0.1
C -2.504894 -0.218941 -4.231969 0.1 0.0 0.0
C -3.575669 1.732110 -3.039246 0.1 0.1 0.1
H 2.373080 5.354607 -4.733304 0.0 0.0 0.0
H 1.270963 5.301800 -3.356535 0.0 0.0 0.0
H 0.775396 4.641642 -4.919615 0.0 0.0 0.0
H 4.181101 4.265203 -3.552205 0.0 0.0 0.0
H 3.973652 2.747141 -2.690347 0.0 0.0 0.0
H 3.220740 4.245992 -2.079504 0.1 0.0 0.0
H 3.427920 3.177735 -5.608251 0.0 0.0 0.0
H 1.822077 2.472102 -5.775562 0.0 0.0 0.0
H 3.056980 1.644247 -4.815848 0.0 0.0 0.0
H 2.275782 2.373193 -1.249355 0.0 0.1 -0.1
H 3.017394 1.110219 0.331902 0.1 0.0 0.1
H 2.691384 1.135831 4.592261 0.0 -0.1 0.0
H 1.498169 2.300835 5.975279 0.0 0.0 0.0
H -0.127139 2.333743 6.653307 0.0 0.0 0.0
H 0.211160 3.197231 5.153414 0.0 0.0 0.0
H 1.480878 -0.295858 5.911071 0.0 0.0 0.1
H 0.074108 -1.124846 5.217814 0.0 0.0 0.0
H -0.090732 -0.200867 6.712599 0.0 0.0 0.0
H -1.822153 1.896744 4.162447 0.0 0.0 0.0
H -1.955223 1.157164 5.749432 0.1 0.0 0.0
H -1.860920 0.121182 4.342379 0.0 0.0 -0.1
H 4.884989 3.044835 2.906888 0.0 0.0 0.0
H 6.154866 2.007664 3.560115 0.0 0.0 0.0
H 4.643430 2.199926 4.442272 0.0 0.0 0.0
H 5.166213 1.728226 0.747783 0.0 0.0 -0.1
H 4.934211 -0.039620 0.744145 0.0 0.0 -0.1
H 6.338601 0.677002 1.524667 0.0 0.0 0.0
H 4.406386 -0.325835 4.481655 0.0 0.0 0.0
H 5.870284 -0.555548 3.531136 0.0 0.0 0.0
H 4.342479 -1.244903 2.970591 0.0 0.0 0.0
H -0.167051 2.684788 -4.743646 0.0 0.0 0.0
H -1.731010 1.736285 -5.954612 0.0 0.0 0.0
H -2.403521 3.135050 -5.078147 0.0 0.0 -0.1
H -3.465250 1.871699 -5.694599 0.0 0.0 0.0
H -1.708703 -0.527101 -4.911766 0.0 0.0 0.0
H -3.463400 -0.436699 -4.702815 0.0 0.0 0.0
H -2.432212 -0.819347 -3.327869 0.0 -0.1 0.1
H -3.538063 2.808167 -2.859443 0.0 0.0 0.0
H -3.598260 1.229441 -2.072758 0.0 -0.1 0.0
H -4.515684 1.503585 -3.540454 0.0 0.0 0.0
Se -7.556767 0.020408 -0.498005 0.6 -0.1 0.3
Sb -6.255973 -0.337083 1.436802 -3.4 1.2 0.8
Se -3.580489 -0.511727 1.039000 -0.9 0.9 0.1
Se -4.717160 -2.319410 1.492672 -0.3 -2.2 0.2
Se -6.772093 0.420280 3.617636 0.5 -0.2 -0.6
O 1.054045 -1.352962 -0.333241 -0.1 -0.4 0.0
C 0.520671 -2.002694 0.546062 0.5 -0.1 -0.3
N -0.801833 -1.842211 0.918273 0.8 1.0 -0.5
S -1.257886 -2.966277 2.091860 -1.1 0.3 0.2
O -2.137163 -3.937280 1.515160 0.2 -0.1 0.0
O -1.768897 -2.189672 3.185229 0.5 -0.2 0.3
C 0.351722 -3.649949 2.285468 0.1 0.3 -0.4
C 0.783223 -4.686869 3.084321 -0.3 -0.1 0.2
C 2.102788 -5.102072 2.937067 -0.1 0.0 0.1
C 2.948616 -4.499634 2.012595 0.0 0.1 -0.1
C 2.492749 -3.470866 1.197406 0.0 0.0 0.1
C 1.180385 -3.056389 1.346096 0.2 -0.1 0.0
H 0.114938 -5.159537 3.790785 0.0 0.0 0.0
H 2.467821 -5.915425 3.548378 0.0 0.0 0.0
H 3.966858 -4.848705 1.910250 0.0 0.0 0.0
H 3.126720 -3.002951 0.456359 0.0 0.0 0.0
N -2.314187 -4.578222 -2.113776 0.1 -0.3 -0.1
C -1.717175 -3.564200 -1.454043 0.0 0.4 0.1
N -2.470604 -2.503446 -1.320335 -0.2 -0.1 -0.2
C -3.670120 -2.845438 -1.949582 0.3 -0.4 0.0
C -4.833507 -2.107065 -2.137743 0.0 0.1 -0.1
C -5.886989 -2.716797 -2.792698 0.1 0.2 0.1
C -5.784448 -4.026270 -3.275015 -0.1 -0.1 -0.1
C -4.631184 -4.766290 -3.124473 0.1 -0.1 0.0
C -3.581700 -4.159528 -2.444599 -0.4 0.5 0.0
H -1.906266 -5.475172 -2.314814 0.0 0.0 0.0
H -0.705661 -3.646436 -1.090712 0.0 -0.1 0.0
H -4.895250 -1.071767 -1.821989 -0.1 0.0 0.1
H -6.804933 -2.166764 -2.937712 -0.1 0.0 0.0
H -6.631613 -4.457309 -3.790094 0.0 0.0 0.0
H -4.541078 -5.765498 -3.528540 -0.1 0.0 0.0
```
Positions in Å, forces in eV/Å.

Here are the Löwdin charges for atoms 1 to 2, given in e: atom 1 (Tc): 1.349, atom 2 (C): -0.024

***

Molecular formula: C4H9N3
Method: DFT, ωB97M-V/def2-TZVPD

Summary:
energy	-8740.6703	eV
largest force on an atom	5.74	eV Å⁻¹
charge	+2
HOMO energy (alpha / beta)	-20.30 / -18.73	eV
ΔE to the lowest compared entry with this formula, charge and spin	117.2	kcal per mole

XYZ file:
```
16
Properties=species:S:1:pos:R:3:forces:R:3
C 2.519019 0.108857 -1.049457 1.1 -0.1 -2.9
C -1.623599 -0.619999 -1.172235 0.0 0.5 0.0
C 1.184736 -0.084472 1.081417 -1.5 -1.3 -1.9
C -0.149198 0.430797 0.564632 1.5 0.9 -1.2
N 2.233010 0.481517 0.050065 -0.7 0.5 5.7
N -0.493607 -0.199504 -0.674265 1.2 0.3 1.8
N -2.765438 -0.625551 -0.562780 -0.5 0.1 -0.2
H 2.316734 -0.520804 -1.887357 -0.2 -0.6 -0.2
H -1.457478 -1.023019 -2.109449 -0.5 -1.1 -2.0
H 1.269718 0.253161 2.117900 1.0 0.1 -0.4
H 1.010358 -1.200798 1.009175 1.4 1.1 0.2
H -0.738795 0.166251 1.363613 -2.5 -0.8 1.7
H -0.153354 1.513760 0.586257 -0.3 0.5 -0.6
H 2.731727 1.236343 0.570672 0.2 -0.2 -0.9
H -3.560491 -1.191236 -0.898200 0.4 0.5 0.2
H -2.878342 0.100899 0.129541 -0.6 -0.4 0.7
```
Positions in Å, forces in eV/Å.

Here are the Löwdin charges for atoms 1 to 2, given in e: atom 1 (C): 0.307, atom 2 (C): -0.118

***

Among the records above, which one has the highest largest force on an atom? C4H9N3

***

Look up the largest force on an atom of the second one. 3.67 eV Å⁻¹

***

What is the formula in the second record? C42H50N4O5SSbSe4Tc

***

Repeat the first record exactly.
Molecular formula: C5H16F6O2PSSi2
Method: DFT, ωB97M-V/def2-TZVPD

Summary:
energy	-61732.5421	eV
largest force on an atom	1.31	eV Å⁻¹
charge	-1
HOMO energy	-6.54	eV

XYZ file:
```
33
Properties=species:S:1:pos:R:3:forces:R:3
C 4.593682 1.798487 1.013378 0.0 -0.1 0.1
O 4.430613 0.917606 -0.076776 -0.1 0.1 -0.1
C 3.117682 0.883646 -0.624036 0.1 -0.2 0.1
C 2.278709 -0.215668 0.004121 -0.3 0.1 -0.1
C 0.829847 -0.213048 -0.533204 0.0 0.2 0.6
C -0.223288 0.087027 0.567771 0.3 -0.3 -0.4
Si -1.891059 0.460001 -0.195913 -0.7 -0.4 0.0
S -3.463776 -0.185735 1.111763 -0.2 0.1 0.1
O -2.161021 2.063085 -0.633963 1.2 0.0 0.6
Si -1.141076 3.337728 -0.344061 -0.8 0.1 -0.3
H 3.636971 2.113617 1.439477 0.0 0.0 0.0
H 5.154512 1.293405 1.802716 0.0 0.0 0.0
H 5.148835 2.689459 0.703706 0.0 0.0 0.0
H 2.612056 1.846412 -0.483415 0.1 0.1 0.0
H 3.224608 0.728541 -1.700179 0.0 -0.1 0.0
H 2.259000 -0.046385 1.084035 0.0 -0.1 0.0
H 2.743021 -1.187658 -0.160822 0.1 0.0 0.0
H 0.599234 -1.188687 -0.956671 -0.1 0.1 -0.2
H 0.721937 0.524077 -1.337445 0.2 0.0 -0.1
H -0.381339 -0.833903 1.137393 -0.1 0.0 0.0
H 0.154909 0.820336 1.281328 -0.1 0.2 0.0
H -2.009203 -0.353070 -1.414649 0.0 0.1 0.0
H -3.667446 0.981184 1.754142 0.2 0.0 -0.2
H 0.008011 3.022064 0.520872 0.1 -0.1 0.0
H -0.633070 3.858563 -1.629794 0.1 0.0 0.0
H -1.917188 4.417608 0.306985 0.0 0.0 0.0
F -2.372206 -2.686775 -0.151571 -0.4 0.5 0.5
P -3.437352 -3.950224 -0.376659 -0.2 -0.2 0.0
F -2.798901 -3.988014 -1.899254 0.8 -0.2 0.4
F -2.550104 -4.539075 0.885398 0.4 -0.4 -0.7
F -3.708696 -5.537130 -0.746052 -0.7 0.3 -0.2
F -4.430818 -2.783104 -0.989898 -0.2 -0.6 -0.5
F -4.727086 -4.134372 0.641275 0.5 0.6 0.4
```
Positions in Å, forces in eV/Å.

Here are the Löwdin charges for atoms 1 to 2, given in e: atom 1 (C): -0.121, atom 2 (O): -0.192